[1]
Computed, not measured: a structure of composition C21H23N4S2Tc, with ωB97M-V with the def2-TZVPD basis set.

Properties
- ⟨S²⟩ = 3.81
- energy (Eh) = -1909.2194
- E_HOMO (spin up / spin down) (Eh) = -0.64851 / -0.66096
- F_max (hartree/bohr) = 0.0070

```
! RIJCOSX wB97M-V def2-TZVPD def2/J DEFGRID3
* xyz 3 4
Tc 1.12335 -0.20811 1.02663
N -1.11630 -3.83719 2.02435
C -0.54197 -2.73610 1.61664
S 0.84828 -2.09314 2.41517
N -1.13443 -2.14680 0.53436
N -0.49374 -1.09951 0.07355
C -1.02131 -0.51121 -1.01604
C -2.08594 -1.10430 -1.77181
C -2.06248 -2.48535 -2.09337
C -3.07197 -3.03826 -2.84335
C -4.15036 -2.24829 -3.24473
C -4.20743 -0.89092 -2.91114
C -3.17735 -0.31377 -2.20924
C -0.43488 0.79143 -1.33407
C -0.73667 1.48807 -2.49562
C -0.23937 2.77490 -2.67217
C 0.55275 3.32318 -1.68082
C 0.88831 2.53645 -0.58794
N 0.44329 1.29008 -0.42155
H -0.77609 -4.35386 2.82611
H -1.92845 -4.19448 1.53367
H -1.20595 -3.08431 -1.81574
H -3.02766 -4.07873 -3.13419
H -4.95232 -2.69013 -3.82226
H -5.06689 -0.30151 -3.19994
H -3.24292 0.72690 -1.92014
H -1.34651 1.03112 -3.26053
H -0.47824 3.33397 -3.56757
H 0.93912 4.33088 -1.75286
H 1.54273 2.92189 0.17958
C 3.21484 -0.94518 -0.35409
C 3.35853 -1.14750 1.02711
C 3.49164 -0.04541 1.89139
C 3.60521 1.23591 1.34578
C 3.65796 1.41130 -0.04286
C 3.42091 0.33649 -0.88611
H 3.10106 -1.79397 -1.01616
H 3.36989 -2.15230 1.42357
H 3.59627 -0.19622 2.95830
H 3.75307 2.08275 2.00586
H 3.87826 2.38756 -0.45457
H 3.42177 0.47360 -1.96061
C 0.14022 0.73354 4.20829
S -0.49483 0.81750 2.51768
C -0.49963 2.61563 2.32496
H -0.53485 1.32254 4.82717
H 1.15163 1.13057 4.26344
H 0.11385 -0.30199 4.53290
H 0.50234 3.03091 2.40902
H -1.12513 3.00307 3.12815
H -0.96161 2.86832 1.37582
*
```

Atomic partial charges in e from the natural (NBO) method, atoms 1 to 8: Tc 0.644; N -0.623; C 0.287; S 0.081; N -0.215; N -0.209; C 0.275; C -0.023

[2]
Computed, not measured: a structure of composition C41H51Cl4N2OPbS2 in a non-equilibrium geometry, with ωB97M-V with the def2-TZVPD basis set.

Properties
- energy (Eh) = -4607.4196
- E_HOMO (Eh) = -0.33140
- F_max (hartree/bohr) = 0.0305

```
! RIJCOSX wB97M-V def2-TZVPD def2/J DEFGRID3
* xyz 1 1
Pb 0.83753 0.53067 0.73143
Cl 0.60318 -0.60253 3.89057
C 2.18983 0.05611 4.17362
C 2.40529 0.70348 5.37735
C 3.62440 1.32066 5.60846
C 4.60594 1.31853 4.63302
C 4.38288 0.64663 3.44341
Cl 5.62385 0.66839 2.23491
C 3.18366 -0.03322 3.19323
S 3.04079 -1.12193 1.76007
H 1.61896 0.72475 6.12090
H 3.80149 1.81598 6.55448
H 5.54995 1.82565 4.78743
C -5.38261 0.11294 -0.77662
C -4.71444 -0.81719 0.25609
C -4.04090 -2.06086 -0.34727
C -3.97552 0.01244 1.32617
C -4.72933 0.14873 2.49422
C -4.39065 1.00589 3.52313
C -3.29778 1.83202 3.36212
C -2.47637 1.72112 2.25179
C -1.44001 2.82421 2.05355
C -2.17167 4.11652 1.66495
C -0.55081 3.06458 3.27530
C -2.74406 0.73825 1.26756
N -1.68262 0.51408 0.33652
C -1.85950 0.26384 -0.90441
C -0.79035 0.16717 -1.88285
N 0.44545 0.51361 -1.69938
C 1.13855 0.93311 -2.89129
C 0.54346 1.94054 -3.70867
C 1.23301 2.37247 -4.83790
C 2.47144 1.87194 -5.17722
C 3.04622 0.90969 -4.37026
C 2.41252 0.42343 -3.23494
C 3.20672 -0.62452 -2.46707
C 2.41641 -1.85849 -2.01931
C 3.99119 0.07219 -1.34646
C -0.77477 2.67127 -3.43434
C -0.62613 4.19819 -3.50134
C -1.87070 2.22216 -4.41262
H -6.09088 -0.45991 -1.37851
H -4.69998 0.61828 -1.45909
H -5.93802 0.89269 -0.25290
H -5.56483 -1.22877 0.79509
H -3.00395 -1.94384 -0.63232
H -4.59821 -2.38259 -1.23162
H -4.07834 -2.87739 0.37444
H -5.63463 -0.43971 2.58869
H -5.00546 1.06505 4.41242
H -3.08095 2.57975 4.11508
H -0.80180 2.57313 1.20693
H -2.83746 4.43839 2.46793
H -2.77313 3.97017 0.76414
H -1.45609 4.92098 1.47226
H -1.12857 3.45891 4.11360
H 0.22338 3.79864 3.04375
H -0.05945 2.14900 3.60451
H -2.85146 0.26368 -1.33787
H -1.10130 -0.10559 -2.88767
H 0.78183 3.12714 -5.46932
H 2.98615 2.23253 -6.05905
H 4.01766 0.50504 -4.63167
H 3.95520 -0.99642 -3.16784
H 1.64366 -1.63136 -1.28824
H 3.08991 -2.59132 -1.57067
H 1.92755 -2.32740 -2.87748
H 3.32793 0.56420 -0.63340
H 4.62606 0.85524 -1.76548
H 4.61618 -0.63397 -0.79796
H -1.10683 2.45974 -2.41953
H -0.40785 4.54358 -4.51210
H 0.16786 4.55005 -2.84040
H -1.56333 4.66576 -3.19121
H -1.60711 2.52320 -5.42902
H -2.82619 2.68765 -4.15693
H -2.00634 1.13868 -4.42544
Cl 1.37450 3.88124 -0.60436
C 2.11360 4.44489 0.90193
Cl 2.76694 3.09856 1.85937
H 1.36162 4.94755 1.49339
H 2.93294 5.10331 0.65533
C 1.69547 -8.03154 -0.81370
C 1.31088 -6.59605 -0.56636
C 0.75804 -5.81078 -1.57134
C 0.35639 -4.50709 -1.31571
C 0.51524 -3.96751 -0.04497
C 1.08972 -4.72609 0.96779
C 1.48122 -6.02665 0.69701
S -0.20462 -2.35153 0.21764
C -1.11298 -2.68368 1.74821
O 2.34391 -2.36563 2.24062
H 1.54650 -8.30982 -1.85615
H 1.09544 -8.69687 -0.19079
H 2.74338 -8.20252 -0.55955
H 0.61820 -6.22914 -2.56193
H -0.09127 -3.90886 -2.10260
H 1.25857 -4.30901 1.94852
H 1.92988 -6.62054 1.48670
H -0.40810 -2.83692 2.55938
H -1.71833 -3.57482 1.60033
H -1.75283 -1.82616 1.95981
*
```

Atomic partial charges in e from the Mulliken method, atoms 1 to 8: Pb 0.539; Cl -0.062; C 0.692; C -0.673; C -0.500; C -0.628; C 0.329; Cl -0.182

[3]
Computed, not measured: a cluster of 3 separate species, CH5O4 in total in a non-equilibrium geometry, with ωB97M-V with the def2-TZVPD basis set.

Properties
- energy (Eh) = -342.1190
- E_HOMO (Eh) = -0.17324
- F_max (hartree/bohr) = 0.0625

```
! RIJCOSX wB97M-V def2-TZVPD def2/J DEFGRID3
* xyz -1 1
O 1.76284 0.33368 0.06133
C 0.54286 -0.07950 0.34828
O 0.03065 -1.15051 0.73073
H -0.08295 0.75674 0.27832
H 1.53790 1.55232 -1.28909
H 1.59396 2.65846 -2.50127
O 1.44286 2.58840 -1.57243
H -1.60615 -2.07828 0.94155
H -2.89312 -1.91749 1.60142
O -2.32885 -2.66384 1.40114
*
```

Atomic partial charges in e from the natural (NBO) method, atoms 1 to 8: O -0.818; C 0.637; O -0.773; H 0.023; H 0.523; H 0.442; O -1.011; H 0.518

[4]
Computed, not measured: the molecule C8H10N4 in a non-equilibrium geometry, with ωB97M-V with the def2-TZVPD basis set.

Properties
- energy (Eh) = -529.7601
- E_HOMO (Eh) = -0.28562
- structure (SMILES) = CCNc1nccc2[nH]cnc12
- F_max (hartree/bohr) = 0.1371

```
! RIJCOSX wB97M-V def2-TZVPD def2/J DEFGRID3
* xyz 0 1
C -3.70686 -0.63309 -0.16922
C -2.51232 0.24663 0.35937
N -1.14247 -0.36991 -0.14859
C 0.03425 0.38116 -0.18830
N 0.01622 1.68829 0.09420
C 1.24978 2.24697 -0.05203
C 2.54792 1.72398 -0.19237
C 2.51499 0.21983 -0.01288
N 3.19357 -0.98924 -0.04446
C 2.36557 -2.07000 0.06277
N 1.05838 -1.76769 0.05015
C 1.13967 -0.34763 -0.04541
H -3.70892 -1.75805 0.21447
H -4.75574 -0.06332 -0.10122
H -3.63684 -0.65167 -1.37536
H -2.65674 1.21727 -0.21638
H -2.61567 0.48381 1.42977
H -1.02054 -1.44600 -0.19907
H 1.31988 3.28196 0.21094
H 3.31691 2.45761 -0.05119
H 4.31016 -0.83434 0.35866
H 2.68881 -3.01655 0.01613
*
```

Atomic partial charges in e from the natural (NBO) method, atoms 1 to 8: C -0.643; C -0.219; N -0.623; C 0.392; N -0.478; C 0.048; C -0.354; C 0.152